*one*
DFT (ωB97M-V/def2-TZVPD) results for C5H6S in the gas phase.

Each atom is followed by the atoms it is bonded to, with distances in Å.
Atoms and positions in Å:
1 C -1.1197 1.7592 0.4854  C2 1.278, C5 1.604, H7 1.061
2 C -0.4328 1.7115 -0.5916  C1 1.278, C5 1.488
3 C -0.1058 -0.7080 0.3233  C4 1.556, C5 1.493, H8 1.091, H9 1.091
4 C 1.2516 -0.8456 -0.4243  C3 1.556, S6 1.783, H10 1.090, H11 1.088
5 C -0.9626 0.3570 -0.2777  C1 1.604, C2 1.488, C3 1.493, H12 1.084
6 S 2.5416 0.2359 0.1647  C4 1.783
7 H -1.5894 2.1742 1.3414  C1 1.061
8 H -0.6123 -1.6718 0.2572  C3 1.091
9 H 0.1080 -0.4931 1.3715  C3 1.091
10 H 1.6056 -1.8679 -0.2923  C4 1.090
11 H 1.1114 -0.6497 -1.4858  C4 1.088
12 H -1.7956 -0.0016 -0.8717  C5 1.084

Calculated values
Molar mass ... 98.2 g/mol
Orbital gap (alpha / beta) ... 5.12 / 5.03 eV
LUMO (alpha / beta) ... -2.92 / -2.90 eV
Charge ... 0



*two*
DFT (ωB97M-V/def2-TZVPD) results for 2 unconnected molecules or ions with the total composition C5H6S.

Each atom is followed by the atoms it is bonded to, with distances in Å.
Atoms and positions in Å:
1 C 3.4414 0.2012 0.7801  S6 1.556, H7 1.066
2 C 0.1107 0.5325 -0.1815  C3 1.233, C5 1.451
3 C 1.2877 0.4257 0.1707  C2 1.233
4 C -1.9793 -0.7032 -0.0130  C5 1.528, H8 1.089, H9 1.090, H10 1.090
5 C -1.2686 0.4996 -0.6314  C2 1.451, C4 1.528, H11 1.097, H12 1.095
6 S 4.4360 -0.3472 -0.2839  C1 1.556
7 H 3.4730 0.5156 1.7984  C1 1.066
8 H -2.9916 -0.7942 -0.4045  C4 1.089
9 H -2.0348 -0.5839 1.0695  C4 1.090
10 H -1.4296 -1.6186 -0.2333  C4 1.090
11 H -1.7741 1.4312 -0.3467  C5 1.097
12 H -1.2708 0.4412 -1.7245  C5 1.095

Calculated values
Molar mass ... 98.2 g/mol
Orbital gap (alpha / beta) ... 8.00 / 8.00 eV
LUMO (alpha / beta) ... -1.07 / -1.07 eV
Charge ... 0



*three*
DFT (ωB97M-V/def2-TZVPD) results for C5H6S in the gas phase.

Each atom is followed by the atoms it is bonded to, with distances in Å.
Atoms and positions in Å:
1 C -0.9956 -1.1995 -0.0136  C2 1.513, C5 1.531, H6 1.119, H7 1.087
2 C -1.6756 0.1025 -0.3758  C1 1.513, C3 1.348, H8 1.063
3 C -0.9805 1.2107 -0.0481  C2 1.348, C4 1.465, H9 1.117
4 C 0.2751 0.8533 0.6173  C3 1.465, C5 1.538, H10 1.140, S12 1.850
5 C 0.2373 -0.6803 0.7303  C1 1.531, C4 1.538, H11 1.097, S12 1.826
6 H -1.6592 -1.7392 0.7084  C1 1.119
7 H -0.8059 -1.8725 -0.8453  C1 1.087
8 H -2.5189 0.0915 -1.0231  C2 1.063
9 H -1.1976 2.2743 -0.3117  C3 1.117
10 H 0.6924 1.4783 1.4751  C4 1.140
11 H 0.5651 -1.0701 1.7018  C5 1.097
12 S 1.4850 -0.0552 -0.4479  C4 1.850, C5 1.826

Calculated values
Molar mass ... 98.2 g/mol
Orbital gap ... 9.58 eV
LUMO ... 0.96 eV
Charge ... 0



Which one is most stable, and which one is least stable? *three* is the most stable of them, while *one* is the least stable.



*one*
DFT (ωB97M-V/def2-TZVPD) results for C18H29NO2 in the gas phase.

Each atom is followed by the atoms it is bonded to, with distances in Å.
Atoms and positions in Å:
1 C -1.6246 -2.3038 -2.7363  C2 1.497, H48 1.089, H49 1.089, H50 1.087
2 C -1.7690 -1.2681 -1.6650  C1 1.497, C3 1.383, C7 1.403
3 C -2.2110 0.0126 -1.9405  C2 1.383, C4 1.384, H47 1.081
4 C -2.3369 0.9640 -0.9428  C3 1.384, C5 1.386, H46 1.079
5 C -2.0097 0.6475 0.3668  C4 1.386, C6 1.390, C36 1.510
6 C -1.5621 -0.6361 0.6547  C5 1.390, C7 1.387, H35 1.078
7 C -1.4450 -1.5951 -0.3399  C2 1.403, C6 1.387, O8 1.371
8 O -1.0595 -2.8972 -0.1487  C7 1.371, C9 1.404
9 C -0.6250 -3.3376 1.1116  O8 1.404, C10 1.533, H33 1.095, H34 1.094
10 C 0.8663 -3.0723 1.3448  C9 1.533, O11 1.404, H31 1.102, H32 1.101
11 O 1.0970 -1.6877 1.3635  C10 1.404, C12 1.411
12 C 2.4528 -1.3320 1.5244  O11 1.411, C13 1.530, H29 1.101, H30 1.098
13 C 2.6505 0.1161 1.0706  C12 1.530, N14 1.453, H27 1.092, H28 1.100
14 N 3.0598 0.1574 -0.3226  C13 1.453, C15 1.457, C22 1.454
15 C 1.9793 -0.1341 -1.2559  N14 1.457, C16 1.545, H25 1.087, H26 1.094
16 C 1.2898 1.2068 -1.5935  C15 1.545, H17 1.088, H18 1.088, C19 1.536
17 H 1.0587 1.2649 -2.6556  C16 1.088
18 H 0.3555 1.3025 -1.0439  C16 1.088
19 C 2.3054 2.2771 -1.1669  C16 1.536, H20 1.091, H21 1.088, C22 1.540
20 H 1.9350 2.8502 -0.3162  C19 1.091
21 H 2.5373 2.9760 -1.9684  C19 1.088
22 C 3.5434 1.4572 -0.7578  N14 1.454, C19 1.540, H23 1.090, H24 1.094
23 H 4.1390 1.9369 0.0185  C22 1.090
24 H 4.1816 1.2894 -1.6309  C22 1.094
25 H 1.2860 -0.8549 -0.8310  C15 1.087
26 H 2.4302 -0.5627 -2.1560  C15 1.094
27 H 3.4495 0.5651 1.6648  C13 1.092
28 H 1.7142 0.6597 1.2665  C13 1.100
29 H 2.7376 -1.4513 2.5811  C12 1.101
30 H 3.0954 -1.9834 0.9167  C12 1.098
31 H 1.1685 -3.5327 2.2995  C10 1.102
32 H 1.4481 -3.5401 0.5350  C10 1.101
33 H -0.7846 -4.4205 1.1103  C9 1.095
34 H -1.2164 -2.8960 1.9198  C9 1.094
35 H -1.2821 -0.8642 1.6704  C6 1.078
36 C -2.1205 1.6681 1.4746  C5 1.510, C37 1.530, C41 1.530, H45 1.096
37 C -1.1181 2.8051 1.2639  C36 1.530, H38 1.088, H39 1.088, H40 1.087
38 H -0.1034 2.4131 1.2444  C37 1.088
39 H -1.1915 3.5299 2.0724  C37 1.088
40 H -1.3070 3.3169 0.3232  C37 1.087
41 C -3.5450 2.2160 1.5804  C36 1.530, H42 1.088, H43 1.088, H44 1.087
42 H -4.2551 1.4014 1.7048  C41 1.088
43 H -3.6292 2.8835 2.4356  C41 1.088
44 H -3.8142 2.7714 0.6858  C41 1.087
45 H -1.8758 1.1730 2.4211  C36 1.096
46 H -2.6834 1.9545 -1.1959  C4 1.079
47 H -2.4616 0.2728 -2.9591  C3 1.081
48 H -2.2428 -3.1704 -2.5071  C1 1.089
49 H -0.5920 -2.6459 -2.7874  C1 1.089
50 H -1.9153 -1.9032 -3.7038  C1 1.087

Calculated values
Molar mass ... 291.4 g/mol
Orbital gap ... 9.02 eV
LUMO ... 0.92 eV
Charge ... 0



*two*
DFT (ωB97M-V/def2-TZVPD) results for C18H29NO2 in the gas phase.

Each atom is followed by the atoms it is bonded to, with distances in Å.
Atoms and positions in Å:
1 C 5.0086 -0.8077 -3.4218  H2 1.088, C3 1.524, H49 1.088, H50 1.088
2 H 5.2996 -0.5538 -4.4386  C1 1.088
3 C 5.1805 -2.3011 -3.1736  C1 1.524, H4 1.093, H5 1.091, C6 1.535
4 H 6.2233 -2.5798 -3.3435  C3 1.093
5 H 4.5679 -2.8588 -3.8841  C3 1.091
6 C 4.7905 -2.6950 -1.7423  C3 1.535, C7 1.508, C44 1.531, H48 1.096
7 C 3.3413 -2.3809 -1.4655  C6 1.508, C8 1.392, C12 1.386
8 C 2.3165 -2.9998 -2.1758  C7 1.392, C9 1.377, H43 1.080
9 C 0.9951 -2.7109 -1.9157  C8 1.377, C10 1.395, H42 1.079
10 C 0.6511 -1.7857 -0.9291  C9 1.395, C11 1.389, O15 1.363
11 C 1.6649 -1.1582 -0.2170  C10 1.389, C12 1.386, H14 1.079
12 C 2.9890 -1.4615 -0.4906  C7 1.386, C11 1.386, H13 1.081
13 H 3.7633 -0.9625 0.0754  C12 1.081
14 H 1.4418 -0.4341 0.5511  C11 1.079
15 O -0.6839 -1.5772 -0.7482  C10 1.363, C16 1.412
16 C -1.1001 -0.6600 0.2410  O15 1.412, C17 1.526, H40 1.098, H41 1.099
17 C -2.6260 -0.6666 0.2581  C16 1.526, H18 1.091, C19 1.528, H39 1.091
18 H -2.9492 -1.6893 0.4592  C17 1.091
19 C -3.2150 0.2741 1.3089  C17 1.528, H20 1.091, H21 1.091, C22 1.530
20 H -4.2530 -0.0119 1.4825  C19 1.091
21 H -2.6738 0.1650 2.2502  C19 1.091
22 C -3.1536 1.7411 0.8800  C19 1.530, N23 1.453, H37 1.092, H38 1.105
23 N -3.3862 2.6438 1.9944  C22 1.453, C24 1.454, C28 1.454
24 C -3.0051 4.0098 1.6741  N23 1.454, C25 1.528, H35 1.092, H36 1.105
25 C -3.1713 4.8837 2.9167  C24 1.528, O26 1.407, H33 1.091, H34 1.101
26 O -4.4984 4.8650 3.3851  C25 1.407, C27 1.408
27 C -4.8922 3.5457 3.6774  O26 1.408, C28 1.529, H31 1.091, H32 1.101
28 C -4.7649 2.6358 2.4555  N23 1.454, C27 1.529, H29 1.090, H30 1.105
29 H -5.0447 1.6213 2.7395  C28 1.090
30 H -5.4534 2.9887 1.6660  C28 1.105
31 H -5.9300 3.6015 4.0101  C27 1.091
32 H -4.2674 3.1421 4.4887  C27 1.101
33 H -2.9396 5.9257 2.6895  C25 1.091
34 H -2.4934 4.5192 3.7034  C25 1.101
35 H -1.9589 4.0227 1.3608  C24 1.092
36 H -3.6248 4.4221 0.8573  C24 1.105
37 H -2.1524 1.9594 0.5018  C22 1.092
38 H -3.8693 1.9166 0.0566  C22 1.105
39 H -2.9899 -0.3945 -0.7341  C17 1.091
40 H -0.7162 0.3425 0.0083  C16 1.098
41 H -0.7164 -0.9610 1.2261  C16 1.099
42 H 0.2005 -3.1913 -2.4649  C9 1.079
43 H 2.5512 -3.7196 -2.9456  C8 1.080
44 C 5.0807 -4.1765 -1.4896  C6 1.531, H45 1.088, H46 1.087, H47 1.088
45 H 6.1423 -4.3806 -1.6132  C44 1.088
46 H 4.5285 -4.8031 -2.1853  C44 1.087
47 H 4.7906 -4.4504 -0.4777  C44 1.088
48 H 5.4045 -2.1055 -1.0517  C6 1.096
49 H 3.9711 -0.5156 -3.2751  C1 1.088
50 H 5.6262 -0.2329 -2.7345  C1 1.088

Calculated values
Molar mass ... 291.4 g/mol
Orbital gap ... 9.13 eV
LUMO ... 0.87 eV
Charge ... 0



Which one is most stable, and which one is least stable? *two* is the most stable of them, while *one* is the least stable.